(1)
Entry from OMol25: a molecular structure, C25H22F5N6OS5SbTc at a distorted geometry (the ωB97M-V functional and the def2-TZVPD basis).

Its net charge is +1. As for the energy: -113760.355 eV. For the molar mass, the calculation gives 897.58 g mol⁻¹. The HOMO-LUMO gap comes out at 3.12 eV.

```
66
Properties=species:S:1:pos:R:3:forces:R:3:lowdin_charge:R:1
Tc 1.528535 1.225470 0.279307 -1.5 -1.7 0.5 0.724
N 2.179101 0.437609 -1.649248 0.8 -1.1 -1.0 -0.067
C 1.781325 0.927271 -2.972196 0.3 -0.5 -1.5 -0.199
C 2.813957 1.013510 -3.949494 -0.8 0.4 1.0 -0.019
C 2.504938 1.377523 -5.249157 -0.3 -0.2 -0.2 -0.049
C 1.151983 1.537075 -5.612058 0.7 0.6 -0.2 -0.045
C 0.151641 1.372908 -4.682930 -0.3 0.0 0.3 -0.016
C 0.415553 1.011043 -3.359896 3.1 0.6 -0.5 -0.165
C -0.658409 0.731098 -2.470401 -2.2 0.0 0.8 -0.167
C -1.652340 -0.166808 -2.889793 -0.5 0.5 1.9 0.019
C -2.845482 -0.343638 -2.149517 0.4 -0.2 -1.2 -0.005
C -2.979428 0.330836 -0.966747 -1.8 0.2 -0.2 -0.052
C -2.008132 1.192964 -0.533987 0.0 0.8 0.8 -0.019
C -0.921341 1.477999 -1.304004 1.5 -0.5 0.0 -0.181
H 3.234284 0.329818 -1.676207 -1.5 0.5 0.2 0.097
H 1.905932 -0.549826 -1.696344 -0.2 0.3 0.2 0.080
H 3.853784 0.811072 -3.652377 -0.5 0.2 -0.2 0.121
H 3.333402 1.517202 -5.949318 -0.5 -0.1 0.1 0.119
H 0.849083 1.887403 -6.596880 0.4 -0.2 0.1 0.119
H -0.885033 1.589194 -4.935258 0.2 -0.3 -0.1 0.135
H -1.459706 -0.700799 -3.766741 0.1 -0.7 -1.3 0.107
H -3.713910 -0.922329 -2.521997 1.0 0.2 0.2 0.139
H -3.981030 0.372344 -0.516222 0.8 -0.4 0.4 0.136
H -2.142418 1.692870 0.400694 -0.1 0.5 0.2 0.096
S 2.569076 1.902239 3.829812 0.8 1.0 -0.3 0.107
Sb 3.714124 3.612550 2.410911 -1.0 -0.2 0.4 0.736
S 3.360893 2.173490 0.402736 2.2 0.4 -0.6 0.062
S 1.089490 2.222514 2.405247 -2.2 -2.0 0.1 -0.149
S 1.304947 4.172078 2.024468 1.0 1.8 0.2 0.050
O 0.945225 4.433958 -1.851906 -0.9 -0.6 0.2 0.270
C 0.438610 3.500285 -1.409987 0.5 -1.3 0.9 -0.227
N 0.080805 2.449124 -0.792006 0.1 1.1 -1.2 0.006
C 0.154277 -1.800406 0.614912 -0.3 1.0 3.3 -0.130
N 0.426150 -3.069727 1.145270 -0.5 -0.6 0.5 -0.099
C 1.554545 -3.709028 0.558717 0.6 -2.1 0.2 -0.161
N 2.815649 -3.007853 0.936051 -1.3 1.1 -1.1 -0.070
C 2.630875 -1.640983 0.456194 0.5 -0.1 -1.9 -0.215
N 1.441505 -0.884950 1.048802 1.0 0.5 -0.8 -0.132
C 1.709152 -0.981175 2.581308 -1.4 0.0 -1.4 -0.217
N 1.786130 -2.332610 3.005446 0.1 0.6 0.4 -0.080
C 0.570696 -3.045799 2.647942 -0.8 0.7 -1.1 -0.088
C 2.920067 -2.895017 2.375498 1.2 -3.1 0.0 -0.202
H -0.797433 -1.502144 1.140921 0.8 0.5 -0.5 0.029
H 0.006464 -1.695564 -0.432615 0.3 -0.3 -1.1 0.107
H 1.458636 -3.740225 -0.547640 0.1 0.1 0.6 0.138
H 1.551112 -4.795656 0.931396 0.4 1.5 -0.5 0.159
H 2.540395 -1.717360 -0.665271 -0.2 -0.1 1.2 0.110
H 3.562158 -1.072324 0.597335 -0.3 0.0 0.4 0.114
H 0.839039 -0.514051 2.987137 -0.5 0.5 0.7 0.090
H 2.621317 -0.424383 2.767931 0.0 -0.2 0.1 0.051
H -0.264020 -2.484274 3.083081 -0.1 -0.3 -0.3 0.120
H 0.527968 -4.064880 3.020428 0.4 0.0 0.0 0.141
H 3.025224 -3.943397 2.713443 0.2 0.5 0.2 0.147
H 3.854457 -2.374741 2.543038 0.1 0.3 0.6 0.135
F -5.208229 3.344185 2.892130 0.5 -1.1 -0.4 0.086
C -4.751310 2.094107 2.586164 1.0 0.0 -0.2 -0.108
C -5.634513 1.041531 2.372709 1.5 0.1 0.4 -0.159
F -6.925949 1.290686 2.492378 -0.4 -0.3 -0.2 0.136
C -5.117987 -0.252356 2.135907 -1.4 0.5 0.0 -0.254
F -6.070030 -1.171081 1.866291 0.6 0.1 0.2 0.066
C -3.770459 -0.574766 2.133850 1.4 -0.9 -0.6 -0.572
S -3.136594 -2.224377 1.707512 -0.4 1.6 0.4 0.474
C -2.883854 0.523466 2.326888 -1.9 0.3 0.0 -0.283
F -1.553635 0.335453 2.245544 0.5 0.1 0.1 -0.004
C -3.346797 1.832441 2.490916 -1.8 -1.0 0.5 -0.179
F -2.494459 2.839208 2.641885 0.7 0.6 0.0 0.087
```
Positions in Å, forces in eV/Å.

=====

(2)
Entry from OMol25: a molecular structure, C25H22N5O2Pt at a distorted geometry (the ωB97M-V functional and the def2-TZVPD basis).

Its net charge is +1. As for the energy: -41063.660 eV. For the molar mass, the calculation gives 619.56 g mol⁻¹. The energy relative to the best compared isomer or geometry (same formula, charge and spin) is 78.1 kcal per mole. The HOMO-LUMO gap (spin up / spin down) comes out at 6.36 / 6.35 eV.

```
55
Properties=species:S:1:pos:R:3:forces:R:3:lowdin_charge:R:1
Pt 0.199172 1.119197 -0.943679 0.5 1.3 -0.3 1.215
O 2.028390 -2.962796 -2.805121 0.0 0.1 0.1 0.149
C 1.885686 -2.810382 -1.476711 0.1 -0.2 -0.3 -0.483
O 1.799742 -3.762099 -0.758124 -0.1 0.0 0.1 0.166
C 1.857564 -1.420174 -0.925048 -0.3 0.0 0.3 -0.079
C 2.399754 -0.345111 -1.510559 -0.1 -0.4 -0.3 -0.028
C 2.310698 0.913660 -0.788650 -0.4 0.5 0.5 -0.141
C 2.461976 0.831709 0.683466 0.0 -0.4 -0.2 -0.316
C 2.099018 -0.300069 1.281616 -0.5 -0.2 0.1 0.048
C 1.240000 -1.230850 0.453764 0.5 0.1 -0.2 -0.189
N 2.958409 1.918829 1.383590 0.2 0.5 0.0 0.152
C 2.241698 2.916658 1.669711 0.2 -0.3 0.1 -0.051
C 0.813637 3.251090 1.395403 -0.3 0.2 -0.2 -0.169
C 0.362980 4.371496 2.087415 0.1 0.0 0.1 0.011
C -0.902706 4.886425 1.887416 -0.1 0.1 0.0 -0.001
C -1.715825 4.289281 0.945243 0.0 0.0 0.0 -0.004
C -1.228725 3.188704 0.273888 0.0 0.1 0.2 -0.104
N -0.012875 2.657125 0.495260 0.0 -0.7 0.1 -0.010
H 1.996967 -2.124164 -3.283675 0.0 0.0 0.1 0.114
H 2.871834 -0.359379 -2.486685 0.0 0.0 0.0 0.137
H 2.793281 1.774148 -1.248677 -0.2 0.0 0.0 0.132
H 2.167551 -0.433472 2.353916 0.0 0.0 0.0 0.143
H 1.090091 -2.197129 0.934223 0.0 0.0 0.0 0.158
H 2.727617 3.684064 2.269954 0.0 0.1 -0.1 0.127
H 1.034147 4.850583 2.787563 0.0 0.0 0.0 0.129
H -1.235290 5.754644 2.440780 0.0 0.0 0.0 0.132
H -2.704796 4.661622 0.718419 0.0 0.0 0.0 0.130
H -1.834837 2.713848 -0.485242 0.0 0.0 0.0 0.101
N 2.720747 4.263335 -4.817635 -0.1 -0.1 0.0 0.134
C 2.253700 3.216633 -4.689786 0.1 0.0 0.0 -0.350
N 1.762541 1.975701 -4.562789 -0.3 0.1 0.2 0.107
C 0.846593 1.734673 -3.744618 0.1 -0.1 -0.2 -0.368
N -0.036152 1.405597 -3.009110 0.2 -0.4 0.1 -0.026
C -2.520682 -0.197695 -0.089284 0.1 0.1 -0.1 -0.023
C -1.353831 -1.196613 -0.189216 -0.1 -0.1 0.1 -0.485
C -1.258479 -1.649188 -1.654078 0.0 0.0 0.2 -0.027
C -0.110207 -0.494374 0.359925 0.1 0.2 -0.3 -0.169
C -1.563164 -2.377851 0.767284 -0.2 0.0 0.1 -0.179
C -1.544530 -3.699527 0.332540 0.1 0.0 -0.1 -0.020
C -1.716809 -4.746056 1.227311 0.0 0.0 0.1 -0.049
C -1.902932 -4.492635 2.577299 0.0 -0.1 -0.1 -0.065
C -1.923845 -3.181197 3.025238 0.0 0.1 0.1 -0.063
C -1.757895 -2.135564 2.130020 -0.1 0.0 0.0 -0.040
H -2.333587 0.683080 -0.730000 -0.1 -0.2 0.0 0.057
H -2.687335 0.151102 0.929811 0.0 0.0 0.0 0.089
H -3.443962 -0.647429 -0.454199 0.0 0.0 0.0 0.110
H -1.090766 -0.809901 -2.328453 0.0 0.0 -0.1 0.055
H -2.207705 -2.103867 -1.940112 0.0 0.0 0.0 0.110
H -0.487557 -2.397559 -1.818405 0.0 0.0 0.0 0.070
H -0.350778 -0.030600 1.314475 0.1 0.0 0.1 0.108
H -1.389244 -3.942049 -0.710315 0.0 0.0 0.1 0.112
H -1.699930 -5.765334 0.863200 0.0 0.0 0.0 0.115
H -2.033538 -5.310621 3.274149 0.0 0.0 0.0 0.112
H -2.077184 -2.969273 4.076440 0.0 0.0 0.0 0.111
H -1.798629 -1.120244 2.510851 0.0 0.0 0.0 0.108
```
Positions in Å, forces in eV/Å.

=====

(3)
Entry from OMol25: a molecular structure, C25H22N5O4Ru at a distorted geometry (the ωB97M-V functional and the def2-TZVPD basis).

Its net charge is +2. As for the energy: -44492.723 eV. As for the multiplicity: 2. For the molar mass, the calculation gives 557.55 g mol⁻¹. The energy relative to the best compared isomer or geometry (same formula, charge and spin) is 31.5 kcal per mole. The HOMO-LUMO gap (spin up / spin down) comes out at 8.60 / 7.88 eV.

```
57
Properties=species:S:1:pos:R:3:forces:R:3:lowdin_charge:R:1
Ru -0.287668 0.210490 -0.522991 0.5 0.4 4.2 1.445
C -2.053546 -1.992814 0.545970 -0.2 -0.2 -0.1 -0.106
N -0.985136 -1.186334 1.167207 0.2 -0.2 -1.3 -0.207
C 0.195811 -1.990678 1.518000 0.0 -0.2 0.2 -0.116
C 1.418289 -1.125641 1.564246 0.0 0.2 0.0 -0.231
C 2.581085 -1.538028 2.191438 0.0 0.0 0.1 0.018
C 3.703190 -0.730479 2.131745 0.1 0.0 0.0 -0.005
C 3.629482 0.482323 1.461296 0.0 0.1 0.1 -0.007
C 2.440547 0.829125 0.858138 -0.2 0.0 0.2 -0.077
N 1.350872 0.040968 0.901170 0.8 0.0 -1.0 0.017
C -1.476000 -0.422251 2.322278 -0.2 -0.1 0.2 -0.084
C -1.399327 1.052751 2.157755 0.0 0.2 0.0 -0.238
C -1.829287 1.867902 3.190055 0.0 0.0 0.1 0.010
C -1.754471 3.237812 3.050181 0.0 0.1 0.1 -0.007
C -1.243165 3.755180 1.873093 0.1 0.0 -0.1 -0.005
C -0.834267 2.890418 0.880014 -0.2 -0.1 0.3 -0.056
N -0.910590 1.547230 1.016636 -0.3 0.2 -0.5 0.013
C -2.917019 -1.151841 -0.360658 0.1 0.0 -0.1 -0.230
C -4.189837 -1.541837 -0.727894 -0.1 0.0 0.0 0.015
C -4.896926 -0.770013 -1.637361 0.0 0.0 0.0 -0.003
C -4.316796 0.378682 -2.155326 0.0 0.0 0.0 -0.012
C -3.035732 0.702959 -1.763533 -0.1 0.0 0.2 -0.071
N -2.352072 -0.050631 -0.884237 0.2 0.3 -1.2 -0.026
H -1.588224 -2.760208 -0.071029 0.0 0.0 0.1 0.122
H -2.666166 -2.499981 1.296027 0.0 0.0 0.0 0.145
H 0.054398 -2.527046 2.460831 0.0 0.1 0.1 0.150
H 0.346681 -2.734875 0.743325 -0.1 -0.1 0.1 0.112
H 2.606840 -2.487638 2.710325 0.0 0.0 0.0 0.135
H 4.623702 -1.039317 2.609595 0.0 0.0 0.0 0.131
H 4.477801 1.150165 1.408693 0.0 0.0 0.0 0.128
H 2.331520 1.773811 0.340957 0.0 0.0 0.0 0.121
H -2.515287 -0.689704 2.525166 0.0 -0.1 0.0 0.149
H -0.907956 -0.699347 3.212766 0.0 0.0 0.0 0.149
H -2.218640 1.421475 4.096124 0.0 0.0 0.0 0.136
H -2.085338 3.890537 3.847334 0.0 0.0 0.0 0.131
H -1.157946 4.820447 1.714829 0.0 0.0 0.0 0.128
H -0.444758 3.255016 -0.051517 0.0 0.1 -0.1 0.105
H -4.611737 -2.453832 -0.326627 0.0 0.1 0.1 0.133
H -5.893930 -1.063398 -1.938844 0.0 0.0 0.0 0.130
H -4.843118 1.007939 -2.858657 0.0 0.0 0.0 0.127
H -2.526143 1.580634 -2.138762 0.1 0.0 0.0 0.122
O 1.846154 -3.490112 -2.279443 0.1 0.0 0.0 0.196
C 1.332513 -2.347745 -1.882631 0.0 -0.1 -0.1 -0.434
O 0.295685 -2.229105 -1.257400 -0.3 -0.2 -0.3 0.033
C 2.111314 -1.154050 -2.261613 0.0 0.2 0.0 -0.161
C 3.331431 -1.179489 -2.901127 0.1 0.0 -0.1 0.058
C 3.920681 0.037146 -3.247335 0.1 0.0 0.0 0.022
C 3.261080 1.211962 -2.948602 -0.1 0.0 0.1 0.068
C 2.040074 1.131861 -2.287888 0.1 -0.2 -0.1 -0.179
N 1.484973 -0.015065 -1.942325 -0.2 -0.6 -0.1 0.081
C 1.234125 2.308855 -1.873853 -0.2 0.4 0.1 -0.571
O 1.663541 3.431337 -1.941438 -0.1 0.0 0.0 0.140
O 0.051336 1.966854 -1.409167 -0.1 0.0 -0.9 -0.220
H 1.268990 -4.235494 -2.054118 -0.1 0.0 0.0 0.161
H 3.804764 -2.123923 -3.128864 0.0 0.0 0.0 0.137
H 4.880601 0.058030 -3.745530 0.0 0.0 0.0 0.133
H 3.653576 2.188951 -3.196397 0.0 0.0 0.0 0.144
```
Positions in Å, forces in eV/Å.